*a*
{
  "formula": "C3H8N2O2",
  "method": "wB97M-V/def2-TZVPD",
  "species": ["C", "C", "N", "H", "H", "H", "H", "H", "N", "C", "O", "O", "H", "H", "H"],
  "positions_angstrom": [[-1.10912, -1.83627, -2.04441], [0.33722, -0.06628, -1.72525], [-0.16102, -1.10504, -1.20174], [-0.85370, -2.89246, -2.06535], [-1.11725, -1.46586, -3.07364], [-2.09930, -1.69886, -1.61415], [0.93074, 0.57995, -1.09481], [0.08344, 0.27524, -2.73047], [1.48707, 0.42549, 1.43412], [0.20084, 0.90927, 1.26762], [-0.73465, -0.00693, 1.62224], [-0.06037, 1.99400, 0.82632], [1.54334, -0.18696, 2.23215], [2.22700, 1.11463, 1.37584], [-0.63469, -0.74843, 1.01171]],
  "homo_ha": -0.3784
}



*b*
{
  "formula": "C3H8N2O2",
  "method": "wB97M-V/def2-TZVPD",
  "species": ["O", "C", "N", "C", "N", "C", "O", "H", "H", "H", "H", "H", "H", "H", "H"],
  "positions_angstrom": [[0.56796, 1.15767, -1.81773], [-0.03587, 0.10669, -1.64562], [-0.11908, -0.82907, -2.64000], [-0.15139, -0.41205, -0.19260], [0.07951, 0.72177, 0.66122], [0.37113, 0.52483, 2.08175], [-0.64601, -0.24112, 2.67387], [0.23948, -0.59397, -3.56246], [-0.95616, -1.38761, -2.65892], [-1.14892, -0.84118, -0.05702], [0.56118, -1.19551, 0.05365], [0.81504, 1.37018, 0.35460], [1.36469, 0.04088, 2.11185], [0.52710, 1.53618, 2.44411], [-1.46865, 0.04230, 2.19328]],
  "homo_ha": -0.3258
}



*c*
{
  "formula": "C3H8N2O2",
  "method": "wB97M-V/def2-TZVPD",
  "species": ["C", "C", "C", "N", "N", "O", "O", "H", "H", "H", "H", "H", "H", "H", "H"],
  "positions_angstrom": [[1.49175, -0.03553, -0.46548], [-1.85845, -0.56312, 0.44362], [-2.25068, 0.62682, 0.70087], [2.70722, 0.30765, -0.77815], [3.81393, -0.36022, -0.67680], [-1.43857, -1.00677, -0.78378], [-2.95675, 1.12178, 1.72188], [0.69672, 0.69125, -0.33985], [1.27465, -1.05238, -0.20613], [-2.23433, -1.33019, 1.07020], [-1.94543, 1.46662, -0.08571], [2.80685, 1.16210, -1.30759], [3.73381, -1.35723, -0.53453], [-0.96944, -0.30227, -1.29754], [-2.87128, 0.63149, 2.53899]],
  "homo_ha": [-0.2922, -0.2922]
}



*d*
{
  "formula": "C3H8N2O2",
  "method": "wB97M-V/def2-TZVPD",
  "species": ["N", "C", "O", "N", "C", "C", "O", "H", "H", "H", "H", "H", "H", "H", "H"],
  "positions_angstrom": [[-1.88830, 0.14659, 0.55813], [-0.85690, -0.72863, -0.23640], [-1.04246, -1.91564, -0.25751], [-0.16241, 0.05087, -1.18259], [1.26947, -0.11858, -0.90235], [1.44107, 0.28919, 0.58476], [0.31554, -0.15032, 1.25306], [-2.53178, -0.48705, 1.03070], [-2.39808, 0.85316, 0.03002], [-0.37587, 1.03829, -1.06185], [1.85771, 0.48024, -1.60401], [1.50928, -1.17489, -1.05021], [1.56624, 1.39072, 0.63242], [2.36586, -0.15174, 0.99166], [-1.06937, 0.47778, 1.21415]],
  "homo_ha": -0.3270
}



Going by the computed energies, the most stable comes first: *a*, *b*, *d*, *c*.



*a*
{
  "formula": "C3H8N2O2",
  "method": "wB97M-V/def2-TZVPD",
  "species": ["O", "C", "N", "C", "N", "C", "O", "H", "H", "H", "H", "H", "H", "H", "H"],
  "positions_angstrom": [[-0.72474, 1.14763, -1.95684], [-1.10473, 0.20468, -1.30485], [-2.38329, -0.32906, -1.43512], [-0.28936, -0.31657, -0.11586], [0.48674, 0.78600, 0.44067], [1.72653, 0.35266, 1.03513], [1.49134, -0.68305, 1.95962], [-2.62644, -0.52287, -2.39776], [-2.50277, -1.15310, -0.86222], [-1.03700, -0.63079, 0.59873], [0.26416, -1.22738, -0.36800], [0.63130, 1.40767, -0.35183], [2.52664, 0.03101, 0.36105], [2.12805, 1.22320, 1.56690], [1.41356, -0.29002, 2.83038]],
  "homo_ha": -0.3391
}



*b*
{
  "formula": "C3H8N2O2",
  "method": "wB97M-V/def2-TZVPD",
  "species": ["C", "N", "C", "O", "O", "C", "N", "H", "H", "H", "H", "H", "H", "H", "H"],
  "positions_angstrom": [[-0.32741, -0.94511, 0.71044], [0.26719, 0.34646, 1.12677], [0.57986, 1.42990, 0.39998], [1.16229, 2.36655, 1.23102], [0.42868, 1.64669, -0.77748], [-0.93616, -0.93725, -0.68472], [0.10667, -1.18254, -1.68707], [-1.14886, -1.08063, 1.42390], [0.40482, -1.72134, 0.92908], [0.69002, 0.40557, 2.02467], [0.95616, 3.19937, 0.78506], [-1.67864, -1.74092, -0.70011], [-1.37082, 0.05308, -0.83114], [-0.12628, -0.94220, -2.62896], [0.99249, -0.89762, -1.32144]],
  "homo_ha": -0.3256
}



Going by the computed energies, the most stable comes first: *b*, *a*.



*a*
{
  "formula": "C3H8N2O2",
  "method": "wB97M-V/def2-TZVPD",
  "species": ["N", "C", "O", "N", "C", "C", "O", "H", "H", "H", "H", "H", "H", "H", "H"],
  "positions_angstrom": [[2.31597, 0.98610, -0.29313], [0.90887, 0.76806, -0.48035], [0.27843, 1.57125, 0.46315], [0.52897, -0.64812, -0.26547], [-0.45252, -1.05370, -0.95757], [-1.77649, -0.64506, 1.68166], [-2.17448, 0.40737, 1.23759], [2.48327, 1.00093, 0.70987], [2.83954, 0.20500, -0.67442], [0.64208, 1.04951, -1.51572], [-0.81182, -2.07836, -0.83510], [-1.01552, -0.41232, -1.65034], [-0.72876, -0.80060, 1.98325], [-2.44949, -1.51754, 1.75490], [-0.65072, 1.31706, 0.58091]],
  "homo_ha": -0.3541
}



*b*
{
  "formula": "C3H8N2O2",
  "method": "wB97M-V/def2-TZVPD",
  "species": ["N", "C", "O", "N", "C", "C", "O", "H", "H", "H", "H", "H", "H", "H", "H"],
  "positions_angstrom": [[-1.32466, -1.99473, 0.75141], [-0.45282, -1.18773, -0.04852], [0.82144, -1.35292, 0.47271], [-0.81332, 0.24041, 0.01677], [-0.97074, 0.83706, -1.08986], [1.84080, 1.75607, 0.48299], [2.38062, 0.91683, -0.21605], [-1.17914, -1.73422, 1.72385], [-2.29329, -1.80230, 0.51594], [-0.52260, -1.52919, -1.10123], [-1.22351, 1.89811, -1.10063], [-0.85571, 0.34392, -2.06571], [0.98735, 1.50431, 1.13062], [2.18670, 2.80474, 0.46894], [1.41888, -0.70037, 0.05878]],
  "homo_ha": -0.3531
}



Going by the computed energies, the most stable comes first: *b*, *a*.



*a*
{
  "formula": "C3H8N2O2",
  "method": "wB97M-V/def2-TZVPD",
  "species": ["C", "C", "N", "C", "N", "H", "H", "H", "H", "H", "H", "O", "H", "H", "O"],
  "positions_angstrom": [[0.82888, 2.46148, -1.69894], [0.35322, 1.70040, -0.69190], [-0.11592, 0.49457, -1.19518], [0.08335, 0.65574, -2.57805], [0.71200, 1.71926, -2.89535], [1.48256, 3.31407, -1.72240], [0.29579, 1.91205, 0.36468], [-0.04102, -0.36451, -0.68076], [-0.20873, -0.22164, -3.13936], [-0.19087, -0.48703, 5.50604], [-1.65569, 0.08352, 5.44194], [-1.06475, -0.58200, 5.85111], [-0.75249, -3.13517, -0.58441], [0.31954, -4.17850, -0.78823], [-0.04588, -3.37224, -1.18919]],
  "homo_ha": -0.3307
}



*b*
{
  "formula": "C3H8N2O2",
  "method": "wB97M-V/def2-TZVPD",
  "species": ["C", "C", "C", "H", "H", "H", "H", "H", "H", "H", "H", "N", "N", "O", "O"],
  "positions_angstrom": [[-1.90130, 0.37304, 0.41347], [-1.30526, -0.86864, -0.28437], [2.10344, 0.14034, 0.17241], [-0.18731, 1.77390, -0.60231], [-2.94427, 0.30444, 0.15532], [-1.99057, 0.12153, 1.58813], [-1.31113, -0.87561, -1.50920], [-1.72979, -1.88815, -0.09193], [1.65013, -1.76391, 0.04938], [3.09491, -0.18092, 0.12065], [2.77545, 1.94009, 0.08090], [1.27401, -0.96315, -0.35312], [1.73995, 1.41371, 0.11261], [-1.33372, 1.58785, -0.24790], [0.06547, -1.11451, 0.39596]],
  "homo_ha": -0.3570
}



*c*
{
  "formula": "C3H8N2O2",
  "method": "wB97M-V/def2-TZVPD",
  "species": ["N", "C", "O", "N", "C", "C", "O", "H", "H", "H", "H", "H", "H", "H", "H"],
  "positions_angstrom": [[-1.28640, -0.84999, -1.52095], [-0.17260, -0.45231, -0.73652], [0.97992, -1.02541, -1.27093], [-0.06976, 0.97839, -0.66821], [0.72409, 1.21878, 0.52532], [0.25538, 0.13260, 1.50480], [-0.19162, -0.92438, 0.66048], [-1.21813, -1.82686, -1.77594], [-2.17667, -0.65994, -1.07828], [-1.00377, 1.36875, -0.57202], [0.59554, 2.23714, 0.89549], [1.77636, 1.07149, 0.26096], [-0.58222, 0.47546, 2.12676], [1.05935, -0.20229, 2.17282], [1.31053, -1.54143, -0.52378]],
  "homo_ha": -0.3580
}



*d*
{
  "formula": "C3H8N2O2",
  "method": "wB97M-V/def2-TZVPD",
  "species": ["N", "C", "O", "N", "C", "C", "O", "H", "H", "H", "H", "H", "H", "H", "H"],
  "positions_angstrom": [[2.32119, 0.96402, -0.38598], [0.91953, 0.75523, -0.61561], [0.27130, 1.57574, 0.30326], [0.52203, -0.65644, -0.41028], [-0.47681, -1.04794, -1.07928], [-1.73952, -0.66387, 1.57420], [-2.15863, 0.39167, 1.15381], [2.44346, 1.01184, 0.62280], [2.85020, 0.16474, -0.72152], [0.67835, 1.02809, -1.66019], [-0.84612, -2.07088, -0.96107], [-1.04180, -0.40160, -1.76749], [-0.68012, -0.81352, 1.84312], [-2.40835, -1.53788, 1.67882], [-0.65471, 1.30077, 0.42541]],
  "homo_ha": -0.3542
}



Going by the computed energies, the most stable comes first: *c*, *a*, *d*, *b*.